Formula: C25H44O2P2Y
Source: the Open Molecules 2025 dataset
Level of theory: ωB97M-V/def2-TZVPD

* total charge: +1
* energy above the lowest of the compared OMol25 structures with the same formula, charge and spin: 0.0000 eV
* HOMO-LUMO gap: 8.238 eV

Cartesian coordinates (Å):
H 2.139 2.741 1.031
P -1.226 -0.036 -0.189
C 2.900 -1.815 3.285
C 1.398 1.043 -4.348
H 3.135 -2.145 2.264
C -1.696 1.120 -4.644
H -2.490 -3.714 3.298
H 3.462 -2.458 3.986
H 1.406 -0.273 6.334
H -0.077 2.048 -0.756
C 0.412 -0.649 -5.991
C -0.755 1.996 -5.427
C -1.226 4.122 3.702
H 1.076 -4.606 2.080
H -2.450 1.677 -4.070
H -2.877 -2.080 2.713
H 0.641 0.932 5.267
H -3.607 0.237 0.085
H -2.775 -0.896 4.504
C -1.764 -0.211 -4.655
H -2.350 -1.967 -1.061
H -0.023 -3.711 1.012
H 0.332 0.727 -1.965
C 1.285 0.042 5.284
C -2.783 0.912 -0.204
H 2.195 1.240 -3.624
H -2.732 1.694 0.571
H 3.581 -0.750 -0.398
H -0.574 1.620 -6.440
H 2.099 -1.518 -0.975
H 2.086 -0.920 -4.604
C -0.691 -1.347 4.308
C -1.819 -0.643 4.974
O -0.286 3.286 1.702
H 1.670 -3.244 1.115
C -0.732 3.003 2.832
C 1.427 -1.856 3.516
C 0.156 0.988 -0.912
H -1.865 -0.894 6.047
H 2.798 -0.162 -1.917
H -0.609 -2.072 -1.302
H 1.200 2.901 -5.406
H 3.595 1.723 0.949
H 0.433 2.863 -3.830
H -1.964 -3.187 1.679
H 3.289 -0.794 3.392
C 0.491 -2.649 2.787
H -1.984 4.691 3.151
C 2.688 2.030 0.396
H -1.547 -1.467 -6.383
Y -0.040 -0.114 2.331
C -0.819 -2.332 3.267
C -0.964 -1.165 -5.494
H 0.900 -1.495 -6.501
C 2.625 -0.558 -0.904
C -1.466 -1.390 -1.366
C 1.337 -0.178 -4.905
H -1.578 -1.048 -2.407
P 1.644 0.557 0.144
H -0.807 -2.094 -4.923
O -0.795 1.762 3.292
H 0.247 0.108 -6.767
H -1.706 0.448 4.882
H -0.396 4.823 3.856
C 0.701 -1.044 4.452
H -3.009 1.381 -1.175
C -2.100 -2.858 2.718
H 2.268 0.348 4.904
H -2.576 -0.690 -4.097
C 0.820 -3.606 1.698
H -1.627 3.807 4.658
H 2.987 2.535 -0.535
C 0.606 2.256 -4.733
H -1.241 2.977 -5.557

***

Formula: H5NO
Source: the Open Molecules 2025 dataset
Level of theory: ωB97M-V/def2-TZVPD

* SMILES: N.O
* energy above the lowest of the compared OMol25 structures with the same formula, charge and spin: 0.2654 eV
* HOMO-LUMO gap: 10.905 eV

Cartesian coordinates (Å):
H -1.913 1.181 -1.377
N 1.361 -1.252 1.608
H -1.511 1.856 -2.721
H 0.512 -1.298 2.180
O -1.342 1.060 -2.169
H 1.059 -1.172 0.632
H 1.834 -0.375 1.847

***

Formula: C3H4Cl2S
Source: the Open Molecules 2025 dataset
Level of theory: ωB97M-V/def2-TZVPD

* energy above the lowest of the compared OMol25 structures with the same formula, charge and spin: 3.2999 eV
* HOMO-LUMO gap: 5.790 eV

Cartesian coordinates (Å):
H -0.406 -0.267 1.317
H -2.331 0.547 0.055
S 0.968 -2.483 -0.307
C -1.398 0.804 -0.230
Cl 2.444 0.326 1.149
Cl 1.480 0.872 -1.497
C 1.108 0.389 0.068
H -0.242 -2.008 0.058
C -0.295 0.317 0.379
H -1.328 1.502 -0.992

***

Formula: C51H64As2N6OS6TeTi
Source: the Open Molecules 2025 dataset
Level of theory: ωB97M-V/def2-TZVPD

* total charge: -1
* multiplicity: 2
* energy above the lowest of the compared OMol25 structures with the same formula, charge and spin: 1.0577 eV
* HOMO-LUMO gap (alpha / beta): 4.944 / 4.941 eV

Cartesian coordinates (Å):
H 4.821 -0.316 4.717
H 1.493 -1.302 -1.744
H 4.458 -6.026 4.934
C -1.141 -2.730 -4.443
C -5.466 -1.284 0.218
C 4.427 -4.531 2.560
C 0.136 1.445 -5.019
S -1.939 3.287 4.459
C 3.019 3.393 0.683
C -3.630 -1.643 -3.886
C -5.419 5.749 2.637
H 4.441 -5.581 2.270
H -1.398 2.722 -4.843
H -0.939 4.794 -1.955
C 4.021 -2.201 1.949
H 0.587 -2.017 0.386
H 1.119 -4.183 1.034
C 5.208 3.558 -0.308
H -2.094 -4.168 3.731
H 0.133 -3.524 4.461
H 5.825 0.048 -0.004
H 5.503 2.430 -2.116
H 1.745 0.401 -5.590
C 5.984 -0.914 -0.499
C 3.513 -1.138 -1.088
H -5.944 8.134 0.292
H 5.347 -4.798 5.845
H -2.153 -3.918 -5.916
H -2.305 -1.865 3.321
H -4.604 -1.222 -3.662
C 4.186 -1.738 -3.742
O 0.211 2.674 -0.197
C 5.208 -5.235 4.855
C -3.500 -2.623 -4.863
H -6.164 7.766 2.731
S 0.456 1.341 -3.395
H 2.872 -3.494 -0.196
H -3.404 -1.721 -0.269
C 5.174 -1.495 -2.797
H -0.845 4.435 1.093
C 4.792 -4.183 3.854
H -7.484 -0.598 0.471
H 3.369 -0.006 3.763
S -2.597 0.253 -2.141
H -4.696 3.766 2.246
N -0.923 2.134 -5.508
As -2.483 3.428 -0.509
C -6.549 -0.456 -0.055
C 0.241 -1.892 2.999
C 0.047 -3.995 1.102
C 4.389 -1.855 3.266
H -5.119 1.544 -2.389
C 4.807 2.704 -1.330
H -2.371 -4.561 2.023
C 4.045 -3.573 1.618
C -1.266 -1.754 -3.462
H -2.366 4.149 1.933
Te 2.884 -0.529 0.851
H -1.068 -2.473 -0.021
H -2.390 5.763 -1.588
C 3.691 -4.070 0.233
Ti -0.784 1.180 0.555
H -4.373 -2.955 -5.409
C -4.443 3.775 -0.440
C 4.774 -2.836 4.185
C -4.270 -1.099 -0.451
C -2.018 -2.405 2.414
S 0.440 1.325 2.671
H -0.186 -5.199 2.763
H -0.487 -4.716 0.483
N -0.357 -4.227 2.530
H 4.457 -1.961 -4.768
H -0.168 -3.153 -4.656
H 2.061 -1.854 -4.087
C -1.817 -3.917 2.707
C -1.925 4.509 1.007
H -4.770 3.924 -1.473
C -5.213 6.152 -0.096
H -5.132 6.313 -1.167
C 3.520 2.183 -1.336
H -4.874 2.847 -0.075
H 3.191 1.521 -2.129
H 2.314 3.643 1.468
H -7.285 1.192 -1.209
H -0.398 -1.419 -2.907
C 4.385 -0.411 3.721
C -4.161 -0.070 -1.370
H -0.628 0.092 -1.425
H 6.215 3.959 -0.299
C 4.311 3.904 0.694
H -5.555 -2.062 0.964
H 4.622 4.568 1.493
C -2.514 -1.228 -3.172
N 0.883 0.785 -5.942
H -2.449 4.498 -2.841
H 5.062 -2.533 5.190
S -2.895 1.050 1.783
C -4.873 4.910 0.435
H -2.217 5.547 0.846
H 6.150 -5.706 4.563
C 4.866 -1.189 -1.470
H 0.882 1.092 -6.901
H 1.159 -1.461 2.629
H 6.018 -1.672 0.286
H -5.477 5.586 3.706
C -2.026 4.776 -1.872
C 0.470 -3.353 3.439
H 4.950 0.215 3.027
C -5.790 6.975 2.092
C -5.229 0.755 -1.655
H 1.514 -3.657 3.337
H 3.422 -5.131 0.253
N -0.774 -1.819 1.938
C 2.631 2.516 -0.320
H 4.536 -3.955 -0.453
H 6.947 -0.897 -1.015
S -1.920 -0.128 5.027
C -6.438 0.552 -0.996
C -2.255 -3.162 -5.147
C 2.531 -1.381 -2.044
H 6.217 -1.532 -3.098
H -0.107 -1.299 3.843
C 2.852 -1.680 -3.362
N 1.080 0.594 -0.248
C 1.267 1.895 -0.287
C -5.673 7.178 0.724
C -4.972 4.725 1.816
As -1.596 1.405 3.543
H -0.936 2.428 -6.470
C -0.302 -2.527 0.752
H -2.799 -2.255 1.671
N -1.540 -0.031 -0.959

***

Formula: C31H38BLuN9O2SbSe4
Source: the Open Molecules 2025 dataset
Level of theory: ωB97M-V/def2-TZVPD

* HOMO-LUMO gap: 6.485 eV

Cartesian coordinates (Å):
H -5.187 3.460 0.824
C 0.065 -2.123 -2.452
H -3.969 3.202 3.630
C 4.080 -1.298 -2.445
H -3.541 4.481 2.637
C 0.811 3.588 0.578
C 1.598 4.584 -0.270
C -3.281 3.433 2.830
H 2.429 3.230 1.929
C 3.795 0.062 -0.371
C -1.011 -1.973 4.870
H -0.091 -4.846 -6.235
H 0.280 4.152 1.356
C -4.787 2.502 1.130
H -5.425 2.264 1.999
O -0.840 -4.558 -1.049
H -5.015 1.807 0.350
H 0.363 -2.452 3.331
H 3.148 -2.303 0.893
C -0.211 -3.471 -3.111
H 2.187 -2.390 -0.456
H -0.757 4.314 -1.774
N 0.401 -1.140 -3.319
C -2.382 3.843 -0.352
N 1.049 1.499 2.430
Sb -4.649 -3.207 0.379
C 0.408 0.692 4.393
C -2.271 2.835 0.683
N -0.311 2.936 -0.246
H 2.175 3.408 -3.383
H -2.067 -2.885 2.560
C -1.056 -5.719 -3.196
N 0.193 1.875 -1.057
C 4.047 2.026 0.474
Se -3.538 -2.185 -1.550
H -3.279 4.390 -0.735
C -1.208 3.825 -0.972
H 4.423 2.989 0.906
Se -2.859 -0.199 -0.381
H -1.228 -6.602 -5.131
H -1.517 -6.604 -2.761
H 3.594 -3.315 -0.625
C -0.076 -3.544 -4.532
C -0.287 -4.723 -5.226
C -0.456 -1.705 3.460
N 0.561 0.185 2.172
H 0.334 -2.669 -5.034
C 3.219 -2.352 -0.222
C 1.845 4.509 -1.612
C 4.781 1.044 -0.098
O 0.134 -2.005 -1.147
C -1.511 -1.931 2.370
H -1.665 -2.803 4.959
B 1.686 2.468 1.374
N 2.590 0.372 0.036
C 0.969 2.242 -2.167
C -0.717 -4.596 -2.409
H 2.369 5.384 -2.056
C 0.994 1.759 3.767
H 4.206 -2.303 -2.842
H -1.113 -2.076 1.359
H -1.183 -5.439 -0.811
H -2.242 -1.176 2.263
H 3.111 -0.992 -2.738
Se -5.392 -1.950 2.212
H -2.259 3.407 3.256
C 1.619 3.404 -2.466
Se -5.373 -5.346 0.065
C -0.890 -5.777 -4.533
H -1.552 -1.093 5.163
C 0.208 -0.291 3.370
H 0.153 0.572 5.430
N 0.514 -0.042 -2.510
C 1.084 1.012 -3.039
H -3.197 1.552 2.153
H 5.815 1.111 -0.470
H 1.918 5.413 0.276
N -1.128 2.254 0.662
H 5.112 -1.602 -0.635
H 1.440 2.668 4.154
N 2.724 1.670 0.514
H -0.132 -2.073 5.485
H 4.783 -0.627 -2.809
C -3.385 2.501 1.718
H 1.432 0.965 -4.079
Lu 0.295 -0.185 -0.164
C 4.097 -1.323 -0.932

***

| no. | molar mass (g/mol) |
| --- | --- |
| 1 | 527.5 |
| 2 | 35.0 |
| 3 | 143.0 |
| 4 | 1294.8 |
| 5 | 1192.1 |